DFT (wB97M-V/def2-TZVPD) results for a molecular structure, C25H59F4InN2O24P3S4 in a non-equilibrium geometry.

**Lowest unoccupied orbital energy (alpha / beta)**: -0.86 / -6.23 eV
**Gap between HOMO and LUMO (alpha / beta)**: 8.53 / 3.16 eV
**F_max**: 10.40 eV/Å
**2S+1**: 2

Atoms and positions in Å:
1 In -23.6695 -19.4314 12.5488
2 N -21.7180 -19.6235 14.7475
3 S -21.3194 -20.3046 16.0289
4 O -21.7257 -19.7426 17.3148
5 O -20.1520 -21.1943 15.9911
6 F -22.4730 -21.4255 15.8400
7 S -20.3808 -18.5550 14.9367
8 O -19.0855 -19.0219 14.4273
9 O -20.3204 -17.6515 16.0624
10 F -20.7666 -17.5648 13.7028
11 N -21.8206 -18.5400 10.5986
12 S -20.3586 -18.8324 10.2591
13 O -19.4618 -17.6830 10.1967
14 O -20.0941 -19.9953 9.4359
15 F -20.0224 -19.4565 11.7532
16 S -22.0405 -17.9237 8.9849
17 O -22.0911 -18.9473 7.9345
18 O -21.6043 -16.5817 8.6781
19 F -23.6002 -17.6459 9.1680
20 C -23.1143 -15.6309 15.7990
21 O -23.7710 -14.8816 14.7220
22 P -23.3666 -15.1146 13.2185
23 O -23.6603 -16.5115 12.7782
24 O -24.2410 -13.9224 12.4862
25 C -23.8796 -12.5903 12.5543
26 O -21.7878 -14.6924 13.0670
27 C -21.1539 -14.9300 11.8173
28 H -22.0282 -15.5691 15.7312
29 H -23.3482 -16.6954 15.7843
30 H -23.4537 -15.3731 16.8023
31 H -22.8087 -12.4028 12.6324
32 H -24.4631 -12.1394 13.3570
33 H -24.2211 -12.0224 11.6889
34 H -20.6037 -15.8709 11.8151
35 H -20.3838 -14.1747 11.6605
36 H -21.8388 -14.9337 10.9693
37 C -18.8458 -22.3384 13.0645
38 O -19.4657 -23.0495 12.0064
39 P -21.0678 -23.0946 11.8340
40 O -21.8634 -21.7892 12.0388
41 O -21.2104 -23.7720 10.3835
42 C -20.2735 -23.6024 9.3378
43 O -21.4674 -24.3047 12.8371
44 C -21.3264 -24.1705 14.2295
45 H -19.4512 -21.5212 13.4567
46 H -17.9367 -21.9292 12.6240
47 H -18.5649 -23.0416 13.8485
48 H -19.4178 -22.9708 9.5765
49 H -20.8165 -23.2063 8.4797
50 H -19.9556 -24.5924 9.0108
51 H -20.5996 -24.9089 14.5682
52 H -22.3087 -24.4212 14.6301
53 H -21.1117 -23.1371 14.5014
54 C -23.5906 -23.9080 17.8219
55 O -24.3523 -23.1574 18.7448
56 P -25.5912 -23.8900 19.5538
57 O -26.4110 -22.9189 20.3449
58 O -26.3967 -24.7020 18.2933
59 C -27.4891 -23.9556 17.6860
60 O -24.8755 -25.0816 20.3665
61 C -24.3111 -24.7886 21.5891
62 H -23.6504 -23.2911 16.9252
63 H -23.9900 -24.9064 17.6437
64 H -22.5550 -23.8760 18.1604
65 H -28.3743 -24.5589 17.4844
66 H -27.1335 -23.5759 16.7282
67 H -27.8667 -23.0997 18.2456
68 H -23.2972 -25.1744 21.6958
69 H -24.9643 -25.0691 22.4153
70 H -24.0994 -23.7258 21.7070
71 C -17.0507 -14.6341 15.0536
72 C -18.2507 -14.7993 14.1976
73 C -17.6668 -15.7162 13.1313
74 O -16.2847 -15.3126 12.9918
75 C -15.8130 -14.9772 14.2715
76 H -17.1130 -15.3916 15.8349
77 H -16.8396 -13.6544 15.4821
78 H -18.5618 -13.8835 13.6949
79 H -19.0895 -15.2618 14.7179
80 H -18.1648 -15.5849 12.1707
81 H -17.6924 -16.7755 13.3867
82 H -15.0559 -14.1938 14.2372
83 H -15.3438 -15.8494 14.7268
84 C -22.1853 -17.1234 21.3597
85 C -22.0695 -17.9174 20.0917
86 C -22.3044 -16.7708 19.0932
87 O -23.3527 -15.9369 19.6810
88 C -23.3776 -16.2007 21.1150
89 H -21.3162 -16.4665 21.3944
90 H -22.2665 -17.7260 22.2644
91 H -22.9073 -18.6146 20.0841
92 H -21.1482 -18.4650 19.8933
93 H -22.5893 -17.2160 18.1399
94 H -21.4198 -16.1370 19.0313
95 H -24.2691 -16.8208 21.2091
96 H -23.5435 -15.3705 21.8016
97 C -17.4194 -17.1281 18.0734
98 C -18.2343 -18.2669 18.6754
99 C -17.5392 -19.5339 18.2711
100 O -16.7630 -19.2187 17.1508
101 C -16.8763 -17.8508 16.8002
102 H -16.5343 -16.8494 18.6454
103 H -18.0228 -16.2597 17.8090
104 H -19.2453 -18.4050 18.2921
105 H -18.2621 -18.1072 19.7533
106 H -18.2269 -20.3202 17.9598
107 H -16.7649 -19.8928 18.9491
108 H -17.5267 -17.7353 15.9332
109 H -15.9496 -17.3530 16.5146
110 C -16.1086 -22.8822 16.0893
111 C -14.9298 -23.2226 16.9861
112 C -15.4926 -22.8049 18.3466
113 O -16.9104 -23.0343 18.2376
114 C -17.2800 -23.3916 16.8911
115 H -16.0925 -23.3766 15.1180
116 H -16.1437 -21.8087 15.9034
117 H -14.0221 -22.6712 16.7408
118 H -14.6556 -24.2720 16.8781
119 H -15.1845 -21.7622 18.4239
120 H -14.9614 -23.4058 19.0848
121 H -18.1893 -22.9023 16.5422
122 H -17.4627 -24.4597 16.7729

---

DFT (wB97M-V/def2-TZVPD) results for a molecular structure, C25H60ClLiN4O11 in a non-equilibrium geometry.

**Lowest unoccupied orbital energy**: 3.48 eV
**Gap between HOMO and LUMO**: 3.37 eV
**Total charge**: -2
**F_max**: 5.87 eV/Å

Atoms and positions in Å:
1 Li -0.0735 -0.7769 0.8570
2 Cl -0.3599 -1.1788 -1.4089
3 C 1.5329 -0.2867 2.6782
4 O 0.8856 0.5520 2.0575
5 O 2.2903 -0.0351 3.6469
6 O 1.2377 -1.4953 2.5011
7 C 5.4575 2.2673 -7.4074
8 O 4.4163 1.5197 -6.7940
9 C 3.4356 2.3701 -6.1035
10 C 2.3209 1.5384 -5.3854
11 N 1.5161 2.4487 -4.6150
12 C 0.6501 1.7506 -3.6719
13 C 0.0773 2.7714 -2.6247
14 O 0.9397 3.3928 -1.6428
15 C 1.4466 2.3873 -0.8088
16 H 5.1189 3.0608 -8.0736
17 H 6.1727 1.6377 -7.9367
18 H 6.0215 2.6969 -6.5795
19 H 2.8942 2.9479 -6.8526
20 H 4.0598 2.9839 -5.4541
21 H 2.8004 0.8518 -4.6877
22 H 1.6778 0.9546 -6.0440
23 H 2.0228 3.1099 -4.0439
24 H 1.2629 1.0898 -3.0588
25 H -0.1687 1.2681 -4.2056
26 H -0.8268 2.3962 -2.1451
27 H -0.3084 3.6204 -3.1890
28 H 1.8355 2.7579 0.1396
29 H 2.1871 1.7547 -1.2983
30 H 0.5968 1.7754 -0.5063
31 C -3.0441 -3.4665 5.5893
32 O -2.9706 -2.9281 4.2537
33 C -2.3514 -1.6744 4.2184
34 C -2.4256 -1.2497 2.7614
35 N -1.4494 -1.9955 1.8938
36 C -1.9402 -3.3081 1.4414
37 C -3.2919 -3.2899 0.5982
38 O -3.3747 -4.3293 -0.3170
39 C -2.4785 -4.0591 -1.4052
40 H -3.8916 -4.1510 5.5524
41 H -3.3135 -2.7519 6.3670
42 H -2.1974 -4.1119 5.8231
43 H -1.3160 -1.8435 4.5142
44 H -2.6474 -0.8851 4.9094
45 H -2.1477 -0.1958 2.7674
46 H -3.4544 -1.3267 2.4096
47 H -0.6255 -2.1457 2.4584
48 H -2.0615 -4.0519 2.2288
49 H -1.0925 -3.6503 0.8477
50 H -3.3831 -2.3272 0.0952
51 H -4.1207 -3.4884 1.2777
52 H -1.4367 -4.0815 -1.0855
53 H -2.6703 -3.1167 -1.9182
54 H -2.5488 -4.7240 -2.2660
55 C -3.3171 0.7000 0.0407
56 O -4.2695 0.9026 1.1077
57 C -3.8298 2.0531 1.8411
58 C -4.4869 2.0921 3.2260
59 N -5.8907 2.5152 3.1505
60 C -6.3631 2.7597 4.5152
61 C -7.8720 3.1023 4.3772
62 O -8.4599 3.5903 5.5557
63 C -9.8489 3.4499 5.5270
64 H -3.0781 1.5940 -0.5354
65 H -3.6891 -0.0446 -0.6631
66 H -2.4041 0.2262 0.4013
67 H -4.1182 2.9075 1.2288
68 H -2.7629 2.1010 2.0591
69 H -3.9136 2.8491 3.7612
70 H -4.3026 1.1478 3.7381
71 H -6.4354 1.8055 2.6819
72 H -5.8767 3.6257 4.9643
73 H -6.3380 1.8816 5.1605
74 H -8.3445 2.1368 4.1964
75 H -8.1844 3.6924 3.5157
76 H -10.2696 3.9378 6.4062
77 H -10.1091 2.3981 5.6458
78 H -10.3254 3.9147 4.6639
79 C 9.4298 -1.4815 -0.3699
80 O 8.1251 -1.4330 -0.9123
81 C 8.0144 -2.1461 -2.1774
82 C 6.5365 -2.0245 -2.7293
83 N 5.6098 -2.5499 -1.7796
84 C 4.2383 -2.3752 -2.2410
85 C 3.8337 -0.8803 -2.4109
86 O 4.2212 -0.0755 -1.2751
87 C 3.5426 -0.4121 -0.0982
88 H 9.4076 -0.8753 0.5357
89 H 10.1694 -1.0571 -1.0489
90 H 9.8100 -2.4819 -0.1631
91 H 8.2287 -3.1857 -1.9297
92 H 8.7468 -1.7078 -2.8553
93 H 6.5483 -2.4600 -3.7284
94 H 6.4416 -0.9457 -2.8524
95 H 5.7880 -1.9926 -0.9563
96 H 3.5258 -2.7815 -1.5230
97 H 4.1409 -2.9050 -3.1886
98 H 2.7662 -0.7988 -2.6157
99 H 4.3833 -0.3897 -3.2143
100 H 2.4946 -0.4718 -0.3919
101 H 3.6494 0.4086 0.6111
102 H 3.9508 -1.2967 0.3907

---

DFT (wB97M-V/def2-TZVPD) results for a molecular structure, C25H60N3O6Rb3S in a non-equilibrium geometry.

**Lowest unoccupied orbital energy**: -10.13 eV
**Gap between HOMO and LUMO**: 9.16 eV
**Total charge**: +4
**F_max**: 13.85 eV/Å

Atoms and positions in Å:
1 Rb 32.0397 -0.6798 0.8641
2 Rb 29.2720 0.9813 -0.9302
3 Rb 34.3094 1.3870 -2.0013
4 S 31.8560 0.9204 -1.2008
5 O 30.9664 0.1878 -2.0618
6 O 31.1097 1.0813 0.0864
7 O 33.0378 0.1365 -0.9849
8 O 32.2418 2.1981 -1.7444
9 C 33.7474 4.2168 -3.9568
10 C 33.0098 2.9000 -3.6968
11 N 31.4067 3.0407 -3.8995
12 C 30.9141 1.5589 -3.8152
13 C 30.7720 3.8790 -2.8013
14 C 29.1664 3.8204 -2.8413
15 C 30.9637 3.6848 -5.3052
16 C 31.7934 3.3167 -6.5398
17 O 32.0051 1.9036 -6.6683
18 C 32.1491 1.5101 -8.0186
19 H 34.7500 4.3002 -3.5375
20 H 33.2533 5.1060 -3.5650
21 H 33.8476 4.4364 -5.0197
22 H 33.1574 2.6263 -2.6521
23 H 33.3954 2.2835 -4.5088
24 H 31.0316 1.1846 -2.7983
25 H 31.2155 0.9615 -4.6756
26 H 29.8448 1.5740 -4.0262
27 H 31.2141 4.8753 -2.8033
28 H 31.0939 3.4913 -1.8347
29 H 28.7528 2.8142 -2.7731
30 H 28.9566 4.3081 -3.7933
31 H 28.7458 4.3247 -1.9713
32 H 30.8752 4.7703 -5.2624
33 H 29.9665 3.2449 -5.3212
34 H 32.7366 3.8599 -6.4814
35 H 31.1932 3.7382 -7.3462
36 H 32.9014 2.1277 -8.5092
37 H 31.1977 1.6768 -8.5238
38 H 32.3140 0.4417 -8.1578
39 C 30.3108 -4.3531 -1.8121
40 C 31.2189 -3.2792 -1.3381
41 N 31.8960 -2.3847 -2.4850
42 C 32.8609 -1.3896 -1.8535
43 C 32.6984 -3.2953 -3.5219
44 C 33.6754 -4.3024 -2.9257
45 C 30.6742 -1.6094 -3.1520
46 C 30.8675 -0.7323 -4.4133
47 O 31.1982 -1.5373 -5.5400
48 C 31.7825 -0.8264 -6.5746
49 H 29.4954 -4.0449 -2.4665
50 H 29.8401 -4.8784 -0.9811
51 H 30.8440 -5.0536 -2.4548
52 H 31.9889 -3.7252 -0.7085
53 H 30.7807 -2.4809 -0.7392
54 H 33.6651 -1.9639 -1.3935
55 H 32.2878 -0.8911 -1.0717
56 H 33.2449 -0.7018 -2.6068
57 H 33.2238 -2.6194 -4.1967
58 H 31.8781 -3.8025 -4.0298
59 H 34.3285 -3.7976 -2.2138
60 H 34.2899 -4.5864 -3.7801
61 H 33.1627 -5.1395 -2.4519
62 H 30.3686 -0.9268 -2.3590
63 H 29.8784 -2.3063 -3.4148
64 H 31.5058 0.1195 -4.1784
65 H 29.9147 -0.2239 -4.5609
66 H 31.6310 -1.1542 -7.6030
67 H 32.8654 -0.7110 -6.5280
68 H 31.3260 0.1560 -6.6956
69 C 28.2433 0.7596 4.0359
70 C 28.8233 2.1427 3.6871
71 C 29.6635 2.2595 2.4613
72 C 30.4558 3.6461 2.3902
73 N 31.3428 3.9394 1.1734
74 C 32.5184 2.9335 1.1285
75 C 33.6235 3.8032 0.5325
76 C 33.1271 5.2089 0.2709
77 C 31.8483 5.3854 1.1613
78 C 30.5068 3.7685 -0.1956
79 H 27.5643 0.3876 3.2687
80 H 27.7135 0.9593 4.9673
81 H 28.9061 -0.0812 4.2404
82 H 29.4096 2.5190 4.5254
83 H 28.0672 2.9156 3.5491
84 H 29.0332 2.1452 1.5794
85 H 30.3722 1.4320 2.4942
86 H 31.0480 3.6072 3.3045
87 H 29.7017 4.4320 2.4328
88 H 32.2518 1.9839 0.6646
89 H 32.7188 2.8337 2.1952
90 H 33.8452 3.3798 -0.4472
91 H 34.4456 3.8894 1.2430
92 H 32.9334 5.4172 -0.7813
93 H 33.8586 5.9363 0.6228
94 H 31.1233 6.0062 0.6350
95 H 31.8264 5.6556 2.2171
96 H 31.2193 3.9441 -1.0016
97 H 29.6533 4.4462 -0.1750
98 H 30.2467 2.7178 -0.3242

---

DFT (wB97M-V/def2-TZVPD) results for a molecular structure, C25H60O23Tl in a non-equilibrium geometry.

**Lowest unoccupied orbital energy**: -7.43 eV
**Gap between HOMO and LUMO**: 3.58 eV
**Energy relative to the best compared isomer or geometry (same formula, charge and spin)**: 15.9 kJ/mol
**Total charge**: +1
**F_max**: 6.30 eV/Å

Atoms and positions in Å:
1 Tl 12.6506 2.1854 -18.2484
2 C 7.8411 8.0365 -16.4997
3 C 8.3138 6.6855 -16.7020
4 C 7.2237 5.5204 -16.9565
5 O 7.6953 4.3829 -17.1983
6 C 5.8118 5.9018 -16.9175
7 C 5.4598 7.2100 -16.6396
8 C 6.5059 8.3427 -16.4600
9 O 6.1750 9.6106 -16.4830
10 O 4.1547 7.3213 -16.4458
11 O 9.5590 6.4096 -16.6956
12 H 8.5133 8.8791 -16.4316
13 H 5.0700 5.1222 -17.0088
14 C 8.7911 13.5956 -11.8145
15 O 8.5142 13.3514 -10.3814
16 H 9.4256 12.7817 -12.1653
17 H 7.8960 13.4602 -12.4216
18 H 9.2654 14.5380 -12.0881
19 H 9.3205 13.5108 -9.8854
20 C 12.3724 -3.4333 -16.0649
21 C 11.0044 -2.8427 -15.6771
22 O 10.5316 -1.9228 -16.6919
23 O 13.4168 -2.4334 -16.1932
24 H 12.3134 -3.8703 -17.0617
25 H 12.6299 -4.2146 -15.3498
26 H 11.1092 -2.4381 -14.6704
27 H 10.3032 -3.6627 -15.5223
28 H 9.6083 -2.1548 -16.8154
29 H 14.2115 -2.9272 -16.4083
30 C -0.2769 11.8737 -10.7548
31 C 0.3278 10.9750 -11.8182
32 O -0.1478 11.1798 -13.1225
33 O -1.6861 11.8667 -10.7044
34 H -0.1084 12.9370 -10.9256
35 H 0.1266 11.6913 -9.7588
36 H 0.1900 9.9115 -11.6227
37 H 1.4104 11.0844 -11.8822
38 H 0.2652 10.4108 -13.5220
39 H -1.9689 12.0975 -11.5923
40 C -1.3655 1.3046 -17.4834
41 C -0.6046 2.3219 -16.7117
42 O -0.4984 3.4524 -17.5419
43 O -0.9170 0.8643 -18.7482
44 H -2.3480 1.7482 -17.6447
45 H -1.6392 0.3984 -16.9431
46 H 0.3619 1.8841 -16.4619
47 H -1.0779 2.6115 -15.7735
48 H 0.0416 4.0689 -17.0420
49 H -0.7699 1.7181 -19.1617
50 C 4.7314 -2.2677 -19.1643
51 C 4.8828 -0.7658 -19.1180
52 O 5.3503 -0.4862 -17.8338
53 O 6.0630 -2.8305 -19.1515
54 H 4.2861 -2.5812 -20.1086
55 H 4.2268 -2.7220 -18.3116
56 H 3.9075 -0.2909 -19.2245
57 H 5.5747 -0.3532 -19.8523
58 H 5.8925 0.2991 -17.9389
59 H 6.0639 -3.7601 -18.9117
60 C 12.3609 13.6513 -16.8875
61 C 11.2848 14.7803 -17.2661
62 O 9.9527 14.3726 -17.0675
63 O 12.5033 13.4496 -15.4872
64 H 13.2911 13.8966 -17.3999
65 H 12.0532 12.6823 -17.2807
66 H 11.4621 14.9476 -18.3285
67 H 11.4142 15.7047 -16.7032
68 H 9.9897 13.5556 -16.5649
69 H 12.8182 12.5440 -15.4386
70 C -1.2886 12.6735 -19.5229
71 C -0.6333 11.2811 -19.5257
72 O 0.7196 11.4030 -19.0207
73 O -0.4174 13.6262 -20.0948
74 H -1.5526 13.0561 -18.5370
75 H -2.2557 12.6792 -20.0256
76 H -0.6047 10.8225 -20.5141
77 H -1.1906 10.5985 -18.8841
78 H 0.9242 10.5930 -18.5476
79 H -0.8258 14.4921 -20.0241
80 C 15.8964 8.8016 -16.7042
81 C 16.5102 7.4563 -17.0496
82 O 15.6468 6.7208 -17.8624
83 O 14.6656 8.6691 -15.9465
84 H 15.7553 9.2713 -17.6776
85 H 16.7255 9.1723 -16.1015
86 H 16.5661 6.9274 -16.0981
87 H 17.4835 7.5562 -17.5301
88 H 15.3283 7.3030 -18.5560
89 H 14.0654 7.9854 -16.2528
90 C 2.5013 3.2325 -10.1426
91 C 2.5877 4.1831 -11.3635
92 O 3.6894 3.8762 -12.1109
93 O 2.2190 1.9097 -10.5616
94 H 1.7034 3.5384 -9.4658
95 H 3.4430 3.2435 -9.5938
96 H 2.5246 5.1816 -10.9309
97 H 1.6726 4.0099 -11.9298
98 H 3.8752 4.5728 -12.7449
99 H 2.8479 1.6284 -11.2302
100 C 3.3027 5.7021 -22.3865
101 C 2.6792 4.2585 -22.4519
102 O 1.6113 4.1741 -23.3212
103 O 4.3116 5.9804 -23.3859
104 H 3.8266 5.9120 -21.4540
105 H 2.5344 6.4426 -22.6092
106 H 2.4169 3.9276 -21.4470
107 H 3.4357 3.5192 -22.7150
108 H 1.9490 4.2737 -24.2142
109 H 4.7648 6.7700 -23.0813